DFT (ωB97M-V with the def2-TZVPD basis set) results for a 14-piece molecular cluster, C44H126N10O14 overall at a distorted geometry.

For the energy relative to the best compared isomer or geometry (same formula, charge and spin), the calculation gives 86.3 kJ/mol. The calculation puts the molar mass at 1019.55 g/mol. As for the total energy: -91227.8538 eV.

Positions of all 194 atoms, in Å:
C  7.99851  -1.58273  1.67108
C  7.51684  -2.50557  0.60757
C  6.85415  -1.83931  -0.55848
O  5.70908  -1.10638  -0.06204
C  4.84928  -0.64904  -1.08560
N  8.66047  -3.28710  0.01769
H  7.20624  -1.00610  2.01017
H  8.86992  -0.95540  1.42070
H  8.28513  -2.25483  2.53671
H  6.74540  -3.14188  1.07569
H  6.64465  -2.54027  -1.36446
H  7.60298  -1.11225  -0.98747
H  5.43160  -0.18322  -1.88032
H  4.14288  0.11690  -0.62478
H  4.36971  -1.45306  -1.61540
H  9.18040  -3.82207  0.65084
H  8.20424  -3.91980  -0.62924
C  -1.78592  -3.88729  3.42350
C  -2.10288  -3.55737  4.86171
C  -3.10605  -2.40760  5.06394
O  -2.64366  -1.17711  4.55966
C  -3.21304  -0.02859  4.93159
N  -2.72664  -4.78506  5.41971
H  -1.42891  -2.95733  2.96085
H  -2.66617  -4.19582  2.91411
H  -0.99961  -4.58109  3.34091
H  -1.16917  -3.35084  5.35383
H  -3.22418  -2.31824  6.18530
H  -4.09414  -2.58179  4.60925
H  -2.95653  0.30763  5.91004
H  -4.40818  0.04154  4.84376
H  -2.83782  0.82328  4.32299
H  -3.31984  -4.56213  6.20142
H  -3.28718  -5.36526  4.81167
C  -4.35752  5.02285  1.69442
C  -5.32850  4.79718  2.85106
C  -6.42310  5.84625  2.95102
O  -5.75588  7.09112  3.14966
C  -6.62091  8.09729  3.69814
N  -5.84337  3.42882  2.80846
H  -3.69164  5.86312  1.76294
H  -4.81915  5.13262  0.75205
H  -3.64576  4.17834  1.69185
H  -4.81734  4.83442  3.79301
H  -7.15218  5.68651  3.76507
H  -6.98368  5.86168  2.03935
H  -7.03533  7.80574  4.66811
H  -7.45000  8.32924  2.97836
H  -6.02326  8.98031  3.62280
H  -6.08320  3.24494  1.83695
H  -5.02880  2.83684  2.93935
C  4.08945  4.02729  -0.47233
C  5.29623  4.79756  -0.99834
C  6.09954  4.06280  -2.09882
O  5.24499  4.06741  -3.24056
C  5.88064  3.39520  -4.28757
N  4.87511  6.13768  -1.36926
H  3.20046  4.11313  -1.01662
H  3.87429  4.34436  0.57359
H  4.26351  2.93347  -0.38175
H  5.98327  4.92939  -0.16817
H  6.39022  3.06554  -1.84795
H  7.01196  4.67025  -2.23154
H  5.26448  3.40048  -5.21643
H  5.98085  2.31534  -4.07963
H  6.85012  3.87545  -4.47976
H  5.63603  6.56778  -1.82215
H  4.23008  6.06698  -2.13013
C  0.33202  5.54756  0.65475
C  -0.93692  5.03283  0.09895
C  -1.56976  6.05544  -0.82007
O  -2.78464  5.45483  -1.22005
C  -3.85398  6.25697  -1.64488
N  -0.85120  3.67445  -0.40593
H  1.17100  5.62412  -0.02709
H  0.70995  5.07188  1.55763
H  0.15015  6.50137  1.02862
H  -1.70623  4.93396  0.92299
H  -1.05251  6.19934  -1.79802
H  -1.77224  7.05759  -0.32984
H  -4.21080  6.97739  -0.92942
H  -4.78244  5.59716  -1.81625
H  -3.54549  6.76089  -2.55420
H  -0.15157  3.69198  -1.09733
H  -1.74613  3.50885  -0.84699
C  -2.77467  2.73249  -3.57065
C  -2.39594  1.22094  -3.77126
C  -1.17921  0.87725  -2.87505
O  -0.04939  1.59726  -3.41064
C  1.15893  1.42263  -2.66089
N  -3.52419  0.29954  -3.45463
H  -3.16027  2.94447  -2.59515
H  -3.49984  3.00782  -4.31165
H  -1.85035  3.30943  -3.73889
H  -2.17622  1.10139  -4.78734
H  -0.87069  -0.17886  -2.76107
H  -1.35450  1.30655  -1.88054
H  0.87883  1.24408  -1.62732
H  1.82375  2.28464  -2.81591
H  1.66597  0.54685  -3.03043
H  -3.94611  0.01735  -4.33910
H  -4.17028  0.85875  -2.88608
C  -0.26233  -0.20672  -6.39191
C  -1.20827  -1.39022  -6.57482
C  -1.12607  -2.36698  -5.42490
O  -0.02517  -3.26154  -5.44863
C  0.30166  -3.78917  -4.10988
N  -2.57630  -0.81545  -6.62703
H  -0.08074  0.45920  -7.27536
H  0.68883  -0.59271  -6.01938
H  -0.55813  0.36995  -5.52498
H  -0.94047  -1.86088  -7.52473
H  -2.09002  -3.03723  -5.50835
H  -1.19398  -1.93742  -4.45962
H  -0.46874  -4.48115  -3.74505
H  0.38615  -2.95559  -3.42232
H  1.24869  -4.44414  -4.26016
H  -3.14401  -1.58148  -6.97676
H  -2.64686  -0.03745  -7.30114
C  1.25240  -6.96901  1.02379
C  2.42775  -7.10538  2.01822
C  3.43133  -8.14952  1.69517
O  2.80043  -9.34931  2.03983
C  3.58938  -10.46187  1.67357
N  3.05995  -5.77448  2.10072
H  1.59114  -6.84545  -0.01500
H  0.65491  -6.17927  1.37217
H  0.55366  -7.86507  0.98347
H  1.95405  -7.30621  2.95330
H  4.29821  -8.00376  2.37716
H  3.69208  -8.15123  0.61920
H  4.56894  -10.68712  2.17573
H  3.74147  -10.41425  0.57339
H  2.94851  -11.29608  1.79961
H  3.78804  -5.62217  1.35236
H  3.59309  -5.84957  2.95817
C  0.62585  -2.93278  -0.07381
C  1.64776  -1.79865  0.13301
C  1.03026  -0.79420  1.09672
O  1.94419  0.29064  1.19539
C  1.55927  1.27808  2.09037
N  2.95434  -2.34742  0.58656
H  1.00234  -3.68016  -0.79146
H  -0.30134  -2.44312  -0.49785
H  0.33555  -3.39454  0.85894
H  1.77701  -1.19705  -0.82554
H  0.85978  -1.22779  2.09548
H  0.12681  -0.38635  0.65473
H  0.53261  1.58751  1.94646
H  2.11037  2.20108  1.94065
H  1.68748  0.90419  3.07218
H  3.46016  -1.49956  0.97730
H  2.76600  -2.85562  1.47915
C  -2.94462  0.55389  0.19239
C  -4.39448  0.64601  0.76840
C  -5.37024  0.55071  -0.39251
O  -5.36871  1.72800  -1.19467
C  -6.33999  1.72176  -2.29668
N  -4.71649  -0.49203  1.60372
H  -2.74666  1.39809  -0.44365
H  -2.79760  -0.27413  -0.53573
H  -2.17784  0.60898  0.93486
H  -4.56822  1.60529  1.19463
H  -6.33585  0.47334  -0.03980
H  -5.23298  -0.26995  -1.10855
H  -6.05440  0.88725  -2.94836
H  -6.18905  2.64368  -2.85347
H  -7.36962  1.65514  -1.92579
H  -3.95235  -0.72303  2.28427
H  -5.40483  -0.24835  2.36204
C  4.78252  -4.80927  -1.42743
O  4.81198  -4.29342  -0.12837
H  5.25167  -5.75194  -1.35530
H  3.74975  -4.95579  -1.76371
H  5.21869  -4.13307  -2.12304
H  4.10214  -3.60839  -0.11911
C  -2.09372  4.35964  3.80393
O  -2.64078  3.10387  4.17382
H  -2.57731  5.17005  4.31575
H  -1.03092  4.49762  4.05485
H  -2.09694  4.62648  2.75749
H  -1.96365  2.43800  4.05384
C  1.91875  -2.91028  4.13795
O  1.35585  -3.65863  3.08232
H  1.47229  -3.40248  5.03925
H  3.04545  -2.96782  4.20396
H  1.76322  -1.87206  4.05618
H  1.84673  -4.45720  2.83687
C  -2.82101  -3.01759  -1.66733
O  -2.23998  -1.92654  -2.35620
H  -2.03023  -3.77456  -1.56850
H  -3.09167  -2.71891  -0.62031
H  -3.64424  -3.41004  -2.24054
H  -2.88085  -1.25912  -2.67982

Force components x, y, z for each atom (eV/Å):
2.02 -1.47 1.05
0.62 -1.37 -0.32
0.41 2.13 0.03
0.50 -0.74 -0.53
0.28 1.27 0.42
-2.05 1.36 -1.17
-1.45 1.34 0.64
-0.38 -0.27 -0.18
-0.03 0.87 -0.71
0.27 -0.07 -0.22
-0.56 -0.20 0.06
-0.67 -0.39 0.20
0.23 0.60 -0.02
0.70 -1.20 -0.72
-0.81 -0.59 0.20
0.61 -0.77 1.34
0.41 -0.30 -0.10
0.04 2.42 0.09
-1.80 -1.36 -0.87
-0.05 0.52 1.25
1.78 -1.84 -1.42
-3.11 2.89 -0.35
0.50 0.33 0.94
-0.03 -0.24 -0.21
-0.80 -0.41 -0.56
0.81 -1.02 -0.04
0.27 0.22 0.59
-0.18 -0.02 -0.85
0.18 -0.48 0.13
0.05 -0.15 1.37
2.25 -0.45 0.11
-0.33 -0.96 -0.14
-0.03 -0.02 0.41
0.23 0.43 -0.56
1.04 -0.48 1.08
0.00 -0.11 0.13
0.48 0.22 0.51
-0.78 0.09 0.40
-0.26 -0.65 -2.05
-0.32 -0.08 -0.55
0.02 0.84 0.46
-0.85 -0.27 -1.14
-0.64 0.04 -0.40
0.59 0.29 0.49
0.45 -0.34 -0.07
-0.58 0.17 -0.89
0.28 0.30 0.01
0.22 -0.51 0.59
0.35 0.68 0.92
-0.36 -0.11 -0.03
-0.02 -0.11 0.34
1.20 -1.09 2.07
0.04 -0.80 0.29
-1.42 1.88 0.23
0.48 -0.17 0.22
-0.36 -0.54 -1.19
-0.49 -0.38 0.30
-1.24 0.47 -1.16
0.03 0.03 -0.71
0.23 0.54 -0.19
0.22 -0.13 0.26
0.11 -0.84 0.39
-0.07 -0.21 -0.52
0.28 0.50 0.70
0.39 0.28 0.23
-0.02 -0.37 -0.19
1.36 1.00 -0.33
-0.82 -0.23 -0.39
1.20 -0.63 0.68
-1.47 -0.32 1.62
-0.85 0.68 -1.40
-1.23 -0.75 0.66
-0.91 -1.16 -0.61
-0.62 0.55 0.69
0.04 -0.12 -0.45
-0.13 -0.81 -0.13
-0.28 2.12 0.37
0.89 0.43 -0.62
0.52 0.29 0.80
0.43 -1.03 -0.30
0.28 0.55 0.68
1.64 0.70 -0.07
-0.36 0.28 -0.42
1.00 -0.46 -1.36
-0.02 -0.35 -0.29
1.45 -1.24 -0.68
-0.40 0.47 2.18
1.02 0.81 -0.34
0.11 0.41 -0.12
-1.04 0.02 -0.56
0.16 0.82 0.08
-0.26 0.03 0.72
-0.47 0.26 -0.40
-0.43 -0.02 0.12
0.60 -0.34 -1.35
-0.72 0.28 -0.28
-0.12 -0.34 0.09
0.39 0.29 0.48
-0.40 -0.13 0.24
0.41 -0.57 -0.10
-0.11 0.11 0.31
0.12 -0.61 -0.34
0.98 -0.12 0.39
0.61 1.82 -0.53
-2.11 -2.75 -0.65
0.67 -0.10 0.87
0.67 -0.92 -2.09
-0.09 -0.62 -0.20
-0.35 -0.72 0.69
0.36 -0.07 -0.55
-0.37 0.42 -0.14
-0.05 -0.44 0.10
1.27 1.07 0.21
-0.13 1.02 0.88
-0.15 0.24 -0.14
0.40 0.01 0.28
-1.41 1.52 0.41
-0.51 0.33 -0.03
0.29 -0.70 0.39
0.15 -2.64 -0.52
-1.03 1.70 -1.91
-0.14 -0.35 0.74
0.93 -0.96 0.19
0.05 -0.17 -1.25
0.95 -0.09 -0.01
0.00 0.40 0.30
-0.75 1.36 0.07
1.07 0.75 0.30
0.04 -0.27 0.94
0.04 -0.03 -0.73
0.26 0.16 0.37
-0.82 0.88 -0.05
0.39 0.00 0.44
-0.47 -1.03 0.40
-1.11 -0.06 0.69
0.43 0.47 0.15
-0.57 1.18 -1.24
-0.44 -0.26 -0.45
0.87 0.40 0.03
0.66 -0.18 -0.77
-0.42 0.56 -0.49
-0.19 1.68 1.63
-0.18 0.20 0.31
0.84 -0.70 0.23
0.18 -0.21 0.29
0.17 -0.98 0.91
-0.20 -0.03 -0.24
-0.60 -0.20 0.09
-0.69 -0.11 -0.08
0.57 -0.15 -0.08
0.10 -0.11 1.44
-0.26 -1.26 -0.92
-0.16 0.08 -0.92
-1.12 -0.07 -0.66
1.14 -1.14 -2.13
0.66 0.58 -1.95
-0.29 1.14 -0.93
1.40 -0.37 1.28
0.14 -0.50 3.31
-0.26 0.76 -0.10
-0.19 -0.03 0.97
0.48 -0.37 0.69
0.12 0.88 0.69
-2.32 -0.53 1.24
0.51 -0.49 0.59
-0.67 -0.04 -0.04
-0.03 0.09 0.15
0.18 -0.14 -0.09
-0.13 0.18 -1.36
0.16 0.00 -1.50
-1.30 0.06 0.51
-0.49 0.45 0.32
0.77 -1.08 -0.58
-0.07 -0.19 -0.05
0.82 0.38 -0.82
0.28 0.25 0.70
1.46 0.64 0.23
-0.07 0.59 -0.29
-0.66 0.10 0.41
-0.09 -0.54 0.37
-0.42 -0.54 -0.35
0.19 -0.05 -0.10
1.20 -2.86 1.08
-0.40 0.98 -0.77
0.62 1.20 -0.03
-0.90 -0.38 -0.12
-0.96 1.20 -0.16
0.66 -0.10 -0.02
0.78 0.70 0.74
0.49 -0.21 0.13
-0.31 0.02 -0.12
-0.23 -0.32 -0.80
-0.54 -0.36 0.11
-0.18 -0.01 0.09